{"formula": "C5H24F3Hf2O19S3", "method": "wB97M-V/def2-TZVPD", "largest_force_ev_per_a": 9.578, "spin_multiplicity": 2, "charge": 4, "lumo_energy_ev": [-15.69, -15.90], "e_homo_ev": [-19.4929, -19.4920], "energy_ha": -3223.030389, "species": ["Hf", "Hf", "S", "O", "O", "O", "O", "S", "O", "O", "O", "O", "C", "F", "F", "F", "S", "O", "O", "O", "O", "H", "H", "O", "H", "H", "O", "H", "H", "O", "H", "H", "O", "H", "H", "O", "H", "H", "C", "C", "O", "H", "H", "H", "H", "H", "H", "C", "C", "O", "H", "H", "H", "H", "H", "H"], "positions_angstrom": [[-0.43, 1.89, -3.05], [-2.01, -2.97, -1.37], [-0.76, -1.01, -4.19], [-1.28, -2.05, -3.30], [-1.62, 0.17, -4.25], [0.34, -0.18, -3.62], [-0.39, -1.52, -5.49], [-0.11, -0.23, -0.10], [-0.97, 0.13, 1.05], [1.23, -0.55, 0.39], [-0.66, -1.44, -0.63], [-0.12, 0.74, -1.23], [-5.07, 0.40, -2.97], [-5.57, 1.61, -3.12], [-6.05, -0.53, -2.55], [-4.56, 0.09, -4.21], [-3.67, 0.46, -1.67], [-4.16, 1.04, -0.44], [-3.31, -0.98, -1.46], [-2.51, 1.20, -2.17], [1.91, -3.03, 0.45], [1.93, -2.08, 0.45], [2.82, -3.30, 0.53], [-2.60, -2.18, 0.82], [-3.01, -2.81, 1.42], [-2.25, -1.50, 1.40], [-0.70, 3.30, -1.13], [-1.15, 2.99, -0.34], [-0.87, 4.25, -1.14], [1.91, 1.95, -2.68], [2.55, 1.26, -2.89], [2.40, 2.58, -2.15], [0.33, -3.73, -1.47], [0.90, -4.40, -1.85], [0.81, -3.41, -0.71], [-2.14, 2.40, 0.94], [-1.75, 1.55, 1.15], [-3.08, 2.28, 1.06], [0.81, -0.02, 5.34], [0.58, 0.00, 3.84], [-0.82, 0.15, 3.58], [0.29, -0.77, 5.94], [0.58, 0.95, 5.79], [1.88, -0.12, 5.52], [0.89, -0.90, 3.31], [1.00, 0.92, 3.44], [-0.87, 0.45, 2.67], [4.66, 1.22, 2.02], [4.55, 0.50, 0.70], [3.34, 0.74, -0.11], [3.86, 0.88, 2.67], [4.59, 2.28, 1.79], [5.61, 1.13, 2.56], [4.53, -0.56, 0.96], [5.54, 0.56, 0.25], [2.63, 0.21, 0.28]], "lowdin_spin": [0.00, 0.00, 0.00, 0.00, 0.00, 0.00, 0.00, 0.00, 0.00, 0.00, 0.00, 0.00, 0.00, 0.00, 0.00, 0.00, 0.00, 0.00, 0.00, 0.00, 0.00, 0.00, 0.00, 0.00, 0.00, 0.00, 0.00, 0.00, 0.00, 0.00, 0.00, 0.00, 0.00, 0.00, 0.00, 0.00, 0.00, 0.00, 0.03, 0.14, 0.68, 0.01, 0.01, 0.00, 0.08, 0.05, 0.01, 0.00, 0.00, 0.00, 0.00, 0.00, 0.00, 0.00, 0.00, 0.00]}